{
  "formula": "CH5N3O3",
  "method": "ωB97M-V/def2-TZVPD",
  "homo_lumo_gap_ev": 10.7,
  "e_above_lowest_kj_mol": 458.3,
  "smiles": "CN(N)O[N+](=O)[O-]",
  "lumo_ev": 0.82,
  "e_homo_ev": -9.9,
  "energy_ev": -11723.9834,
  "symbols": ["H", "O", "H", "O", "N", "H", "O", "C", "N", "H", "N", "H"],
  "coordinates": [[1.8153, -0.7224, 0.7392], [-2.2576, 1.0864, -0.7079], [1.0451, -1.8729, -0.3286], [-0.9751, -0.5173, 0.0287], [0.7288, 1.2013, 0.3512], [0.9692, 0.8088, 1.2969], [-3.0214, -0.6886, 0.2084], [1.3814, -0.7845, -0.2995], [0.3642, 0.1783, -0.4224], [2.1777, -0.6317, -0.9893], [-2.1906, 0.0333, -0.2038], [-0.0370, 1.9093, 0.3271]],
  "forces_ev_per_angstrom": [[0.0, -0.1, -0.7], [-0.2, 2.5, -1.2], [0.0, 1.6, -0.5], [2.5, -1.4, 1.2], [-1.4, 0.8, 1.6], [-0.4, 1.2, -0.5], [-2.1, -0.9, 0.4], [0.2, -3.6, 2.3], [-1.5, 1.0, -2.6], [0.3, 0.3, -0.7], [1.6, -0.9, 0.5], [1.1, -0.5, 0.3]]
}